Below is a 14-piece molecular cluster, C18H68B5N27O19 overall in a non-equilibrium geometry, with properties calculated with ωB97M-V/def2-TZVPD.

Last column: Löwdin charge in e.
Geometry (Å):
1 C -0.333 -1.241 4.716  -0.09
2 C 0.598 0.052 4.218  -0.23
3 O 0.264 0.262 2.802  -0.22
4 C 1.455 0.331 1.943  -0.07
5 B 1.033 -0.283 0.478  -0.33
6 O -0.410 -0.600 0.186  0.14
7 B -0.764 0.481 -0.802  -0.27
8 B -1.926 1.556 -0.343  -0.30
9 N -3.172 0.991 0.379  0.10
10 O -1.694 2.994 -0.605  0.02
11 O 0.003 0.496 -2.068  0.12
12 B 1.462 0.446 -1.701  -0.23
13 B 2.615 1.456 -2.335  -0.23
14 O 4.029 1.031 -2.410  0.04
15 C 2.167 2.965 -2.840  -0.16
16 C 2.998 3.231 -4.261  -0.13
17 O 1.963 -0.526 -0.665  0.15
18 H 0.233 -1.869 5.525  0.06
19 H -1.379 -0.835 5.098  0.05
20 H -0.523 -1.871 3.723  0.09
21 H 1.708 -0.250 4.431  0.11
22 H 0.339 0.960 4.910  0.13
23 H 1.700 1.484 1.762  0.15
24 H 2.412 -0.190 2.369  0.14
25 H -3.373 0.091 -0.140  0.09
26 H -2.823 0.651 1.325  0.10
27 H -0.879 3.217 -0.043  0.13
28 H 4.108 0.049 -2.179  0.13
29 H 1.007 2.927 -3.053  0.11
30 H 2.435 3.758 -2.005  0.12
31 H 2.335 3.980 -4.894  0.08
32 H 4.076 3.681 -4.026  0.07
33 H 3.149 2.237 -4.869  0.09
34 C -4.318 -1.109 5.409  -0.69
35 O -3.130 -0.862 5.545  -0.01
36 N -5.267 -0.157 5.440  0.18
37 N -4.784 -2.356 5.216  0.17
38 H -6.250 -0.341 5.330  0.09
39 H -4.959 0.796 5.583  0.10
40 H -4.102 -3.103 5.186  0.11
41 H -5.758 -2.580 5.102  0.08
42 C -1.370 -1.098 -5.754  -0.69
43 O -1.756 -2.116 -6.306  0.02
44 N -1.158 0.054 -6.417  0.16
45 N -1.122 -1.036 -4.433  0.18
46 H -0.841 0.902 -5.980  0.10
47 H -1.333 0.050 -7.414  0.11
48 H -1.269 -1.881 -3.897  0.10
49 H -0.804 -0.206 -3.961  0.08
50 C 6.788 2.496 -3.828  -0.70
51 O 5.764 2.508 -4.493  -0.01
52 N 7.878 3.213 -4.156  0.15
53 N 6.918 1.764 -2.707  0.16
54 H 8.730 3.216 -3.621  0.07
55 H 7.822 3.778 -4.994  0.10
56 H 6.121 1.209 -2.424  0.07
57 H 7.753 1.741 -2.146  0.10
58 C 10.455 5.970 -4.152  -0.70
59 O 10.025 4.833 -4.038  0.01
60 N 9.742 6.965 -4.711  0.17
61 N 11.680 6.331 -3.729  0.15
62 H 10.079 7.907 -4.813  0.10
63 H 8.814 6.736 -5.043  0.11
64 H 12.250 5.612 -3.302  0.11
65 H 12.052 7.262 -3.814  0.10
66 C 0.068 -4.343 -1.983  -0.72
67 O -1.050 -4.025 -2.357  0.01
68 N 0.694 -3.732 -0.961  0.19
69 N 0.775 -5.332 -2.560  0.17
70 H 1.614 -3.979 -0.638  0.07
71 H 0.196 -2.982 -0.499  0.10
72 H 0.340 -5.817 -3.334  0.11
73 H 1.697 -5.607 -2.266  0.11
74 C -9.173 -1.894 5.850  -0.72
75 O -8.256 -2.481 5.297  0.01
76 N -9.633 -2.244 7.065  0.15
77 N -9.804 -0.844 5.294  0.15
78 H -10.386 -1.773 7.536  0.10
79 H -9.185 -3.030 7.518  0.12
80 H -9.489 -0.548 4.380  0.11
81 H -10.561 -0.348 5.734  0.10
82 C 0.014 -3.016 8.498  -0.72
83 O -0.171 -1.882 8.912  0.03
84 N -0.565 -3.484 7.377  0.15
85 N 0.814 -3.897 9.124  0.14
86 H -0.425 -4.414 7.020  0.10
87 H -1.175 -2.852 6.875  0.09
88 H 1.269 -3.585 9.971  0.11
89 H 0.978 -4.835 8.798  0.09
90 C -5.204 4.232 -2.278  -0.72
91 O -5.634 3.095 -2.165  0.02
92 N -5.917 5.227 -2.837  0.14
93 N -3.979 4.593 -1.855  0.16
94 H -5.580 6.169 -2.940  0.09
95 H -6.845 4.998 -3.169  0.11
96 H -3.410 3.874 -1.428  0.07
97 H -3.608 5.524 -1.940  0.10
98 C -2.924 -6.012 -6.295  -0.73
99 O -3.310 -7.030 -6.847  0.00
100 N -2.712 -4.860 -6.958  0.16
101 N -2.676 -5.950 -4.974  0.15
102 H -2.395 -4.012 -6.521  0.04
103 H -2.887 -4.864 -7.954  0.11
104 H -2.823 -6.795 -4.438  0.10
105 H -2.358 -5.120 -4.502  0.08
106 C -4.967 4.015 4.767  -0.72
107 O -5.070 3.561 5.895  0.01
108 N -3.825 3.952 4.059  0.15
109 N -5.987 4.618 4.129  0.15
110 H -3.720 4.320 3.129  0.10
111 H -3.032 3.506 4.502  0.11
112 H -6.865 4.686 4.627  0.11
113 H -5.921 4.998 3.200  0.10
114 C 6.287 7.925 -2.970  -0.72
115 O 7.475 8.172 -2.834  0.01
116 N 5.338 8.878 -2.939  0.15
117 N 5.822 6.678 -3.162  0.16
118 H 4.355 8.694 -3.049  0.10
119 H 5.646 9.830 -2.796  0.11
120 H 6.503 5.931 -3.192  0.10
121 H 4.847 6.454 -3.277  0.10
122 C -2.165 -8.389 -0.651  -0.73
123 O -2.595 -9.526 -0.537  0.02
124 N -2.878 -7.395 -1.210  0.16
125 N -0.940 -8.029 -0.228  0.15
126 H -2.541 -6.452 -1.312  0.09
127 H -3.806 -7.624 -1.542  0.12
128 H -0.370 -8.748 0.199  0.11
129 H -0.568 -7.098 -0.313  0.08
130 C 3.052 -4.582 2.093  -0.72
131 O 3.417 -4.407 0.941  0.01
132 N 1.814 -5.001 2.409  0.16
133 N 3.857 -4.371 3.150  0.16
134 H 1.495 -5.150 3.351  0.10
135 H 1.176 -5.171 1.642  0.10
136 H 4.798 -4.054 2.957  0.11
137 H 3.575 -4.509 4.106  0.10

Calculated values
Orbital gap in Eh: 0.2875
HOMO energy in eV: -8.79
Spin multiplicity: 1
Strongest force on any atom in Eh/bohr: 0.092
LUMO level in Eh: -0.0353

=====

Below is a 2-piece molecular cluster, CH8N4P overall in a non-equilibrium geometry, with properties calculated with ωB97M-V/def2-TZVPD.

Last column: Löwdin charge in e.
Geometry (Å):
1 C 0.499 -0.765 0.639  -0.53
2 N 1.192 -1.902 0.498  0.19
3 N 0.139 -0.359 1.849  0.18
4 N -0.590 1.754 -2.004  -0.25
5 N -0.019 -0.077 -0.398  -0.19
6 P -0.675 1.534 -0.293  0.80
7 H 1.291 -2.512 1.311  0.14
8 H 1.407 -2.212 -0.515  0.18
9 H 0.513 -0.956 2.542  0.11
10 H -0.290 0.479 2.309  0.15
11 H -1.248 2.284 -2.514  0.02
12 H 0.339 2.253 -2.097  0.06
13 H 0.122 -0.512 -1.333  0.13
14 H -2.681 0.991 0.005  0.03

Calculated values
ΔE to the lowest compared entry with this formula, charge and spin in kcal/mol: 47.24
Orbital gap in Eh: 0.3290
HOMO energy in eV: -12.75
Spin multiplicity: 1
Strongest force on any atom in Eh/bohr: 0.069
Net charge: +1
LUMO level in Eh: -0.1397

=====

Below is C5H8N2 as an isolated structure in a non-equilibrium geometry, with properties calculated with ωB97M-V/def2-TZVPD.

Last column: Löwdin charge in e.
Geometry (Å):
1 C -1.265 -1.267 0.725  -0.07
2 C -0.287 1.402 -0.466  -0.41
3 C -0.690 -0.895 -0.633  -0.28
4 C 1.601 0.911 -0.146  -0.02
5 C 1.844 -0.317 -0.107  -0.01
6 N -0.778 0.383 -1.059  0.07
7 N -0.619 2.523 -0.024  0.11
8 H 0.142 3.127 0.261  0.04
9 H -0.931 -1.612 -1.419  0.12
10 H 2.055 1.875 -0.024  0.07
11 H -2.356 -1.238 0.694  0.08
12 H -0.961 -2.278 1.004  0.07
13 H -0.928 -0.564 1.489  0.08
14 H 2.539 -1.091 0.152  0.07
15 H 0.632 -0.960 -0.447  0.08

Calculated values
ΔE to the lowest compared entry with this formula, charge and spin in kcal/mol: 105.94
Orbital gap in Eh: 0.3476
HOMO energy in eV: -9.19
Spin multiplicity: 1
Strongest force on any atom in Eh/bohr: 0.021
LUMO level in Eh: 0.0099

=====

Below is a 6-piece molecular cluster, C46H53ClN3O13P overall in a non-equilibrium geometry, with properties calculated with ωB97M-V/def2-TZVPD.

Last column: Löwdin charge in e.
Geometry (Å):
1 C 2.773 0.481 -4.225  0.00
2 C 2.109 1.625 -4.112  -0.15
3 C 1.158 2.871 -3.818  -0.27
4 P -0.549 2.626 -2.991  0.57
5 C -0.589 0.728 -3.286  -0.30
6 C 0.038 -0.284 -2.243  -0.30
7 N -0.883 -0.790 -1.125  -0.04
8 C -0.862 4.508 -2.833  -0.30
9 C 0.054 5.546 -3.651  -0.25
10 C -0.558 7.063 -3.686  -0.21
11 C -1.485 7.469 -2.450  -0.31
12 N -0.734 7.622 -1.130  -0.05
13 C 0.155 2.480 -1.202  -0.24
14 C 1.718 2.415 -0.930  -0.35
15 O 2.377 3.744 -0.850  -0.10
16 C 1.806 1.934 0.658  -0.24
17 N 3.193 1.435 0.986  -0.05
18 C -1.328 2.769 -4.752  -0.64
19 O -1.549 1.796 -5.611  -0.18
20 O -1.836 3.953 -5.405  -0.28
21 C -2.283 2.346 -2.147  -0.66
22 Cl -3.734 2.358 -3.344  0.56
23 C -2.769 3.308 -0.972  -0.30
24 C -4.194 2.652 -0.433  -0.20
25 H 3.362 -0.416 -4.658  0.02
26 H 0.943 3.256 -4.902  0.11
27 H 1.873 3.639 -3.361  0.07
28 H -1.692 0.367 -3.455  0.09
29 H -0.126 0.367 -4.296  0.08
30 H 1.067 -0.070 -1.798  0.08
31 H 0.220 -1.297 -2.816  0.10
32 H -0.297 -0.933 -0.284  0.01
33 H -1.326 -1.686 -1.427  0.06
34 H -1.957 4.837 -3.075  0.08
35 H -0.735 4.952 -1.757  0.07
36 H 0.250 5.305 -4.752  0.09
37 H 1.061 5.648 -3.067  0.10
38 H -1.074 7.210 -4.721  0.11
39 H 0.368 7.773 -3.659  0.10
40 H -1.903 8.536 -2.672  0.10
41 H -2.423 6.798 -2.321  0.10
42 H -1.201 8.423 -0.646  0.04
43 H -0.920 6.757 -0.573  0.05
44 H -0.058 3.429 -0.540  0.09
45 H -0.438 1.720 -0.535  0.09
46 H 2.353 1.619 -1.436  0.11
47 H 3.199 3.640 -1.385  0.08
48 H 1.426 2.766 1.355  0.12
49 H 1.098 1.025 0.813  0.10
50 H 3.825 1.598 0.188  0.05
51 H 3.509 1.961 1.830  0.05
52 H -2.375 1.296 -1.642  0.06
53 H -2.154 3.359 -0.010  0.09
54 H -3.119 4.375 -1.286  0.10
55 H -4.147 1.506 -0.382  0.06
56 H -4.317 3.015 0.673  0.05
57 H -5.104 3.075 -0.992  0.05
58 C -6.496 -0.372 2.778  0.00
59 C -5.324 -0.070 2.215  0.04
60 C -4.414 0.921 2.825  -0.39
61 O -3.349 1.199 2.312  0.12
62 C -4.851 1.565 4.082  0.03
63 C -6.023 1.262 4.644  0.01
64 C -6.933 0.271 4.035  -0.40
65 O -8.003 -0.008 4.549  0.08
66 H -7.175 -1.095 2.345  0.11
67 H -4.989 -0.533 1.295  0.13
68 H -4.172 2.288 4.515  0.12
69 H -6.358 1.725 5.565  0.12
70 C 0.580 -5.810 1.515  0.02
71 C 0.967 -4.696 0.891  0.03
72 C 0.357 -3.388 1.208  -0.35
73 O 0.714 -2.374 0.635  0.10
74 C -0.699 -3.361 2.243  0.04
75 C -1.086 -4.477 2.867  -0.01
76 C -0.474 -5.784 2.549  -0.40
77 O -0.826 -6.804 3.121  0.07
78 H 1.016 -6.776 1.294  0.12
79 H 1.739 -4.698 0.130  0.08
80 H -1.136 -2.395 2.463  0.13
81 H -1.857 -4.477 3.627  0.11
82 C 4.461 -3.729 -0.359  0.05
83 C 5.644 -3.112 -0.369  0.04
84 C 6.598 -3.302 -1.480  -0.38
85 O 7.681 -2.741 -1.489  0.09
86 C 6.192 -4.200 -2.582  0.02
87 C 5.009 -4.816 -2.573  0.02
88 C 4.054 -4.626 -1.461  -0.36
89 O 2.972 -5.189 -1.454  0.09
90 H 3.751 -3.601 0.448  0.12
91 H 5.957 -2.451 0.430  0.07
92 H 6.903 -4.327 -3.389  0.12
93 H 4.696 -5.477 -3.372  0.12
94 C 7.904 -1.616 2.328  0.03
95 C 8.972 -1.459 3.113  0.02
96 C 8.859 -0.831 4.446  -0.40
97 O 9.835 -0.686 5.163  0.07
98 C 7.517 -0.386 4.876  0.01
99 C 6.449 -0.543 4.091  0.02
100 C 6.562 -1.170 2.758  -0.37
101 O 5.586 -1.315 2.042  0.09
102 H 7.971 -2.073 1.348  0.11
103 H 9.962 -1.780 2.813  0.12
104 H 7.452 0.071 5.855  0.12
105 H 5.459 -0.222 4.391  0.12
106 C -5.306 -6.904 1.985  0.02
107 C -4.385 -5.939 2.034  0.03
108 C -4.749 -4.547 2.370  -0.37
109 O -3.907 -3.665 2.412  0.09
110 C -6.171 -4.266 2.652  0.02
111 C -7.093 -5.231 2.603  0.02
112 C -6.729 -6.622 2.267  -0.40
113 O -7.570 -7.505 2.225  0.08
114 H -5.057 -7.929 1.740  0.12
115 H -3.338 -6.130 1.831  0.11
116 H -6.421 -3.242 2.897  0.10
117 H -8.140 -5.041 2.806  0.12

Calculated values
Orbital gap in Eh: 0.0395
HOMO energy in eV: -0.22
Spin multiplicity: 1
Strongest force on any atom in Eh/bohr: 0.178
Net charge: -2
LUMO level in Eh: 0.0314